Entry from the OMol25 dataset: a 3-piece molecular cluster, C18H42IN6O6 overall at a distorted geometry (ωB97M-V with the def2-TZVPD basis set).

The gap between HOMO and LUMO comes out at 7.0 eV. The LUMO energy comes out at -3.785 eV. Its max |F| is 7.78 eV Å⁻¹. The electronic energy comes out at -48655.135 eV. Its total charge is +1.

Geometry (Å):
O: -3.652 -5.646 0.035
O: -3.292 -4.805 -0.927
C: -3.572 -3.469 -0.370
N: -3.598 -2.355 -1.400
C: -4.730 -2.056 -2.357
C: -6.222 -2.483 -1.828
C: -6.892 -1.162 -1.100
I: -6.010 -0.780 0.869
C: -2.482 -1.514 -1.494
N: -2.243 -0.312 -2.388
C: -0.893 0.352 -2.133
N: -0.252 -0.511 -1.055
N: -1.171 -1.537 -0.739
H: -3.224 -5.351 0.915
H: -2.752 -3.269 0.474
H: -4.605 -3.511 0.222
H: -4.804 -0.905 -2.663
H: -4.518 -2.669 -3.342
H: -6.878 -2.676 -2.806
H: -6.265 -3.463 -1.191
H: -8.052 -1.318 -1.026
H: -6.689 -0.191 -1.760
H: -0.509 1.312 -2.686
H: 0.712 -0.351 -0.657
H: -0.891 -2.242 -0.020
C: 2.422 -2.859 1.181
O: 1.270 -2.536 1.950
C: 0.489 -3.678 2.319
C: 0.640 -3.991 3.819
N: 1.975 -4.513 4.129
C: 2.289 -4.542 5.562
C: 2.262 -3.207 6.334
O: 3.306 -2.298 5.978
C: 3.057 -1.545 4.800
H: 2.816 -1.931 0.755
H: 3.201 -3.296 1.810
H: 2.179 -3.542 0.361
H: 0.713 -4.553 1.698
H: -0.557 -3.408 2.133
H: -0.112 -4.731 4.111
H: 0.439 -3.065 4.364
H: 2.671 -3.938 3.668
H: 3.299 -4.957 5.649
H: 1.615 -5.253 6.053
H: 2.430 -3.445 7.391
H: 1.285 -2.712 6.297
H: 2.000 -1.295 4.680
H: 3.428 -2.085 3.932
H: 3.626 -0.610 4.865
C: 4.390 6.165 -1.576
O: 3.081 6.256 -1.028
C: 2.277 7.276 -1.632
C: 1.187 6.661 -2.530
N: 1.759 6.069 -3.743
C: 0.831 5.208 -4.484
C: 0.245 3.981 -3.755
O: 1.196 2.953 -3.471
C: 1.984 3.182 -2.312
H: 4.993 5.539 -0.911
H: 4.370 5.689 -2.559
H: 4.864 7.150 -1.651
H: 2.879 8.014 -2.173
H: 1.779 7.802 -0.809
H: 0.472 7.441 -2.814
H: 0.660 5.913 -1.933
H: 2.569 5.512 -3.491
H: 1.380 4.845 -5.361
H: 0.009 5.825 -4.864
H: -0.485 3.524 -4.434
H: -0.320 4.250 -2.855
H: 1.429 3.697 -1.524
H: 2.881 3.738 -2.579
H: 2.312 2.211 -1.923

Force components x, y, z for each atom (eV/Å):
O -0.6 -2.1 4.2
O 0.8 4.5 -1.8
C -0.8 0.4 1.2
N 2.8 1.2 0.8
C -1.6 -0.6 -1.7
C -0.3 1.1 -0.6
C -0.7 -0.5 -1.8
I -0.5 -0.2 -0.8
C 5.1 3.8 -0.5
N 2.9 -0.3 2.3
C -3.7 -6.2 2.8
N -3.1 2.8 -4.0
N -2.0 -0.7 -0.5
H -0.4 -0.7 -1.8
H -1.5 0.0 -1.9
H 2.1 0.1 -1.6
H 0.7 -2.6 1.0
H -0.3 1.3 2.0
H 1.5 0.4 2.1
H 0.1 2.0 -1.1
H 2.4 0.4 0.2
H -0.4 -2.2 1.5
H -0.4 -2.1 1.3
H -1.7 -0.9 -0.2
H -0.2 1.1 -0.9
C 0.0 0.2 0.1
O -0.1 -0.3 -0.5
C -0.1 0.1 0.7
C 0.5 0.0 -0.5
N -0.3 0.2 -0.1
C 0.2 0.2 0.0
C 0.4 -0.3 0.2
O -0.6 -0.1 -0.1
C 0.4 0.1 0.4
H -0.1 -0.1 0.1
H 0.1 -0.1 -0.2
H 0.0 0.0 0.1
H 0.2 0.1 0.1
H -0.1 0.0 0.1
H 0.0 0.0 0.0
H -0.2 0.1 0.0
H -0.1 -0.1 0.1
H -0.1 0.1 0.1
H 0.0 0.1 0.0
H 0.0 0.0 -0.2
H 0.0 0.1 -0.2
H 0.0 -0.1 0.0
H -0.1 0.0 -0.3
H -0.1 -0.2 0.1
C -0.1 -0.2 0.3
O 0.2 0.3 -0.4
C -0.7 -0.3 0.1
C 0.7 0.1 0.0
N -0.3 -0.2 0.2
C 0.3 -0.1 0.1
C -0.1 0.1 -0.6
O -0.5 -0.1 0.3
C 0.1 -0.3 -0.1
H -0.2 0.1 0.0
H 0.2 0.1 -0.2
H 0.0 -0.1 -0.1
H 0.0 -0.2 -0.1
H 0.0 0.0 -0.1
H 0.0 -0.1 0.0
H -0.1 0.1 0.2
H -0.1 0.2 0.0
H -0.2 0.0 0.1
H 0.0 -0.1 0.1
H 0.1 0.0 0.0
H 0.2 0.1 0.1
H 0.0 0.1 -0.1
H 0.1 0.1 0.3
H -0.1 0.0 -0.1

=====

Entry from the OMol25 dataset: an isolated ion of composition H2NO3S and charge -1 at a distorted geometry (ωB97M-V with the def2-TZVPD basis set).

The gap between HOMO and LUMO comes out at 8.5 eV. The LUMO energy comes out at 3.996 eV. As for the SMILES: NS(=O)(=O)[O-]. The energy above the lowest of the compared OMol25 structures with the same formula, charge and spin is 144.2 kJ/mol. Its max |F| is 6.24 eV Å⁻¹. The electronic energy comes out at -18500.772 eV. Its total charge is -1.

Geometry (Å):
N: -0.106 0.623 0.031
S: -1.730 -0.024 -0.015
O: -1.748 -1.728 -0.007
O: -2.357 0.409 1.206
O: -2.266 0.568 -1.224
H: 0.423 0.307 0.766
H: 0.184 -0.055 -0.790

Force components x, y, z for each atom (eV/Å):
N -1.6 -1.9 -5.2
S -1.2 -5.2 1.0
O 1.0 6.1 -0.6
O 0.1 0.5 0.6
O 0.5 -0.4 -0.1
H 1.1 -1.2 2.6
H 0.2 2.0 1.7

=====

Entry from the OMol25 dataset: C31H48O3P2Ru as an isolated structure at a distorted geometry (ωB97M-V with the def2-TZVPD basis set).

The gap between HOMO and LUMO (alpha / beta) comes out at 6.0 / 3.6 eV. As for the multiplicity: 6. The LUMO energy (alpha / beta) comes out at -2.542 / -4.884 eV. The energy above the lowest of the compared OMol25 structures with the same formula, charge and spin is 0.0 kJ/mol. Its max |F| is 6.03 eV Å⁻¹. As for the expectation value of S²: 8.773. The electronic energy comes out at -60214.763 eV. Its total charge is +1.

Geometry (Å):
Ru: -0.331 0.509 -1.857
C: -1.157 -2.561 -0.089
C: -1.704 -1.652 -0.992
C: 0.406 -2.376 -1.780
C: 0.150 -2.964 -0.543
C: -0.753 -1.493 -2.131
C: -1.826 -3.111 1.102
H: -2.910 -2.974 1.069
H: -1.419 -2.666 2.032
H: -1.608 -4.182 1.173
C: 1.000 -3.963 0.150
H: 1.135 -3.707 1.210
H: 1.988 -3.990 -0.324
H: 0.565 -4.967 0.106
C: 1.488 -2.762 -2.697
H: 1.413 -3.818 -2.990
H: 2.457 -2.644 -2.192
H: 1.493 -2.159 -3.607
C: -1.305 -1.375 -3.497
H: -2.191 -2.003 -3.640
H: -0.560 -1.596 -4.265
H: -1.677 -0.345 -3.604
C: -3.103 -1.193 -1.016
H: -3.699 -1.873 -1.638
H: -3.186 -0.180 -1.430
H: -3.538 -1.189 -0.008
C: 0.237 0.142 1.014
C: -1.064 0.207 1.454
C: -1.778 1.460 1.767
C: -1.920 2.436 0.577
C: -0.987 2.282 -0.614
C: 0.456 2.742 -0.435
C: 0.976 2.594 0.997
C: 1.296 1.123 1.360
H: -1.241 1.936 2.609
H: -1.849 3.461 0.987
H: -2.781 1.208 2.149
H: 1.482 1.004 2.437
H: 0.628 -0.835 0.713
H: -1.566 -0.724 1.664
H: 2.259 0.854 0.899
H: 1.918 3.142 1.074
H: 1.120 2.080 -1.072
H: 0.244 3.042 1.676
H: -2.950 2.364 0.168
H: -1.480 2.690 -1.523
P: 0.531 4.400 -1.192
P: 0.137 1.576 -3.552
C: 0.252 4.463 -2.979
C: 0.810 3.313 -3.817
H: 0.705 5.407 -3.322
H: -0.838 4.587 -3.136
H: 0.531 3.537 -4.862
H: 1.910 3.273 -3.792
C: 1.240 0.847 -4.824
H: 0.960 -0.184 -5.060
H: 2.272 0.859 -4.459
H: 1.156 1.466 -5.721
C: -1.407 1.839 -4.558
H: -1.162 2.472 -5.410
H: -2.177 2.314 -3.941
H: -1.802 0.900 -4.944
C: 2.178 5.088 -0.886
H: 2.403 5.071 0.187
H: 2.228 6.128 -1.232
H: 2.938 4.497 -1.422
C: -0.750 5.484 -0.482
H: -1.602 5.566 -1.183
H: -0.373 6.502 -0.298
H: -1.114 5.081 0.465
O: 0.351 -4.974 3.893
C: 0.831 -4.478 5.064
C: 1.036 -5.235 6.238
C: 1.551 -4.581 7.353
C: 1.841 -3.203 7.319
C: 1.592 -2.462 6.152
C: 1.086 -3.110 5.034
C: 0.700 -2.458 3.695
O: -0.476 -2.082 3.655
O: 1.588 -2.411 2.840
H: 0.166 -5.919 3.964
H: 0.799 -6.300 6.225
H: 1.750 -5.150 8.265
H: 2.258 -2.707 8.192
H: 1.771 -1.386 6.090

Force components x, y, z for each atom (eV/Å):
Ru -1.0 -0.8 4.9
C 1.6 -1.1 0.4
C 0.8 -0.2 -1.9
C -1.8 0.3 -0.2
C -1.4 -0.1 0.8
C 0.2 -1.7 2.1
C 0.0 -0.3 0.1
H 0.1 0.0 0.0
H 0.1 -0.1 0.1
H -0.1 0.1 0.1
C 0.5 0.1 0.0
H 0.0 0.1 -0.1
H -0.1 -0.2 0.2
H 0.0 0.1 -0.1
C 0.6 0.2 -0.2
H 0.0 0.2 0.1
H -0.1 -0.1 -0.2
H 0.1 0.0 0.1
C -0.4 0.2 -0.5
H 0.1 -0.1 -0.1
H -0.2 0.1 0.0
H -0.1 -0.3 -0.5
C -0.3 0.4 0.3
H 0.0 0.1 0.0
H -0.1 -0.2 0.0
H 0.1 0.0 -0.3
C -1.4 -1.2 0.6
C 1.8 -0.5 -1.0
C -0.2 0.1 0.9
C -0.6 0.3 -0.4
C -0.5 -0.3 -0.2
C -0.2 -0.6 -0.7
C 0.4 0.4 0.2
C 0.3 0.9 -0.5
H -0.3 0.0 -0.3
H -0.2 -0.4 -0.1
H 0.4 0.2 -0.1
H -0.1 0.3 -0.1
H -0.2 0.1 0.6
H -0.1 -0.1 -0.4
H -0.3 0.0 -0.1
H -0.1 0.1 0.2
H 0.0 0.7 0.2
H 0.3 0.0 0.0
H 0.5 0.0 0.3
H 0.2 0.1 0.3
P 0.5 0.4 0.8
P 1.3 2.7 -5.2
C -0.4 -0.1 -0.2
C 0.0 0.0 -0.2
H -0.1 -0.1 0.2
H 0.5 -0.2 0.1
H 0.3 -0.1 0.3
H -0.3 0.0 0.2
C -0.1 0.1 -0.1
H 0.0 0.2 0.0
H -0.1 0.0 -0.1
H 0.2 -0.2 -0.1
C 0.3 0.1 0.1
H -0.2 0.1 -0.1
H 0.0 0.0 -0.1
H 0.0 0.1 0.0
C 0.1 0.2 -0.1
H -0.1 0.0 -0.3
H 0.0 -0.2 0.0
H -0.3 0.1 0.2
C -0.1 0.3 -0.1
H 0.4 -0.2 0.4
H 0.1 -0.4 -0.1
H 0.1 0.1 -0.2
O -0.3 -0.9 -0.4
C 0.3 0.1 1.3
C -0.1 0.6 -1.1
C 0.3 0.5 0.3
C -0.2 -0.2 -0.3
C -0.1 -0.5 0.1
C -0.1 -0.1 -0.4
C 0.8 -0.2 1.8
O -1.4 0.7 -0.7
O 0.5 0.3 -1.2
H 0.1 0.2 0.2
H 0.1 0.2 0.2
H -0.1 0.2 -0.3
H -0.1 -0.2 -0.1
H 0.0 -0.3 0.2